Entry 1:
The following is a DFT calculation (the ωB97M-V functional and the def2-TZVPD basis) of C65H142Li2N3O23 as an isolated structure in a non-equilibrium geometry.

```
! RIJCOSX wB97M-V def2-TZVPD def2/J DEFGRID3
* xyz 0 4
Li -0.24 -2.22 1.17
Li 2.82 -0.72 2.82
O -0.92 -1.16 -0.13
C -0.21 0.11 -0.02
C 1.27 -0.11 0.52
O 1.53 -0.81 1.70
H -0.61 0.90 0.59
H -0.10 0.49 -1.06
H 1.63 0.87 0.45
H 1.74 -0.66 -0.30
C 1.87 3.12 -3.51
O 3.28 3.37 -3.01
C 4.01 2.17 -2.89
C 5.33 2.44 -2.21
O 5.99 1.24 -1.86
C 6.39 0.50 -3.00
C 6.83 -0.92 -2.63
O 7.11 -1.52 -3.85
C 7.72 -2.83 -3.90
H 1.32 4.08 -3.45
H 1.34 2.44 -2.79
H 1.94 2.59 -4.47
H 4.01 1.75 -3.94
H 3.44 1.40 -2.34
H 5.10 3.06 -1.33
H 6.02 3.06 -2.82
H 7.23 0.99 -3.48
H 5.64 0.46 -3.79
H 5.99 -1.46 -2.04
H 7.70 -0.98 -1.94
H 8.54 -3.00 -3.23
H 8.25 -2.84 -4.84
H 6.98 -3.63 -3.84
C 3.50 -4.90 -6.33
O 4.27 -3.74 -6.25
C 3.58 -2.61 -5.80
C 3.72 -2.37 -4.34
O 2.74 -1.36 -3.87
C 1.73 -1.76 -3.00
C 0.69 -2.63 -3.78
O 1.07 -4.01 -3.86
C 0.36 -4.55 -4.90
H 2.66 -4.74 -7.04
H 3.22 -5.20 -5.35
H 4.13 -5.64 -6.75
H 2.50 -2.67 -6.08
H 3.97 -1.68 -6.28
H 4.73 -2.02 -4.11
H 3.62 -3.28 -3.78
H 1.24 -0.82 -2.64
H 2.16 -2.36 -2.19
H 0.54 -2.13 -4.75
H -0.28 -2.54 -3.19
H -0.72 -4.58 -4.66
H 0.79 -5.53 -4.96
H 0.56 -4.02 -5.84
C -2.45 -9.06 -2.06
O -2.41 -7.69 -2.26
C -3.11 -7.00 -1.25
C -3.01 -5.49 -1.46
O -3.60 -4.92 -0.33
C -3.37 -3.49 -0.29
C -3.98 -2.78 -1.51
O -5.33 -3.07 -1.53
C -5.93 -3.11 -2.87
H -2.09 -9.40 -1.06
H -1.82 -9.52 -2.82
H -3.46 -9.35 -2.23
H -2.73 -7.34 -0.26
H -4.23 -7.17 -1.26
H -3.68 -5.29 -2.32
H -2.00 -5.03 -1.64
H -2.31 -3.24 -0.24
H -4.01 -3.11 0.54
H -3.52 -3.11 -2.47
H -3.79 -1.72 -1.41
H -6.77 -3.75 -2.78
H -5.21 -3.53 -3.58
H -6.27 -2.10 -3.14
C 0.13 -5.14 0.77
O -0.22 -4.17 1.73
C -1.46 -4.46 2.38
C -1.72 -3.40 3.44
O -1.57 -2.11 2.80
C -2.68 -1.32 2.40
C -2.80 -0.14 3.39
O -3.40 -0.58 4.61
C -3.67 0.46 5.47
H -0.53 -5.11 -0.09
H 0.19 -6.17 1.20
H 1.15 -4.82 0.51
H -1.47 -5.51 2.73
H -2.28 -4.46 1.67
H -0.97 -3.30 4.22
H -2.71 -3.43 3.85
H -3.60 -1.90 2.61
H -2.56 -1.03 1.35
H -3.35 0.69 2.90
H -1.78 0.26 3.59
H -4.04 1.38 4.93
H -2.72 0.77 5.98
H -4.33 0.17 6.29
C 4.46 1.32 1.07
O 4.67 0.08 1.65
C 5.43 -0.83 0.88
C 5.71 -2.08 1.77
O 4.46 -2.54 2.26
C 4.51 -3.46 3.31
C 3.12 -3.57 3.86
O 2.67 -2.22 4.23
C 1.70 -1.96 5.14
H 3.94 1.91 1.77
H 3.93 1.18 0.15
H 5.45 1.75 0.90
H 6.38 -0.38 0.57
H 4.76 -1.02 0.04
H 6.29 -1.79 2.67
H 6.17 -2.90 1.16
H 5.29 -3.24 4.11
H 4.80 -4.45 2.87
H 3.14 -4.15 4.80
H 2.36 -3.93 3.21
H 0.72 -2.18 4.71
H 1.89 -0.97 5.49
H 1.73 -2.67 5.99
C -3.51 3.60 -2.79
O -3.28 2.31 -3.27
C -2.10 1.63 -2.78
C -2.26 0.28 -3.39
O -1.99 0.36 -4.83
C -2.20 -0.83 -5.47
C -1.41 -0.80 -6.80
O -0.03 -0.81 -6.57
C 0.59 0.42 -6.32
H -3.52 3.64 -1.67
H -4.44 4.08 -3.13
H -2.66 4.20 -3.03
H -2.06 1.38 -1.71
H -1.30 2.27 -3.16
H -3.30 -0.10 -3.10
H -1.59 -0.48 -2.88
H -3.24 -1.05 -5.67
H -2.04 -1.68 -4.88
H -1.74 0.12 -7.29
H -1.67 -1.70 -7.40
H 1.68 0.20 -6.42
H 0.33 0.93 -5.38
H 0.34 1.13 -7.15
C -8.31 1.82 -1.92
C -7.43 1.07 -0.97
C -5.89 1.20 -1.42
C -5.00 0.90 -0.26
C -5.10 1.91 0.86
C -6.52 1.77 1.47
N -7.69 1.73 0.49
O -8.82 1.58 0.80
C -6.54 0.47 2.27
C -6.90 2.93 2.31
C -7.67 -0.51 -0.94
H -8.28 2.81 -1.45
H -9.35 1.57 -1.69
H -8.15 1.79 -2.97
H -5.91 0.52 -2.29
H -5.99 2.19 -1.82
H -3.96 0.97 -0.68
H -5.05 -0.16 0.06
H -5.02 2.97 0.51
H -4.41 1.99 1.72
H -6.19 0.67 3.31
H -7.53 -0.01 2.18
H -5.88 -0.18 1.68
H -7.57 3.42 1.61
H -7.79 2.58 2.88
H -6.19 3.32 3.03
H -6.89 -0.62 -0.23
H -7.42 -1.06 -1.84
H -8.61 -0.80 -0.52
C 2.61 4.93 0.55
C 1.08 4.96 0.11
C 0.45 3.68 -0.22
C -1.00 3.81 -0.33
C -1.61 4.12 1.01
C -1.09 5.44 1.44
N 0.41 5.48 1.33
O 0.95 6.55 1.88
C -1.56 6.65 0.69
C -1.33 5.75 2.99
C 1.08 5.98 -1.00
H 3.19 4.83 -0.35
H 2.64 4.17 1.29
H 2.71 5.86 1.10
H 0.79 3.28 -1.17
H 0.82 2.92 0.50
H -1.43 2.81 -0.55
H -1.35 4.44 -1.16
H -1.25 3.42 1.73
H -2.66 4.09 1.03
H -1.41 6.32 -0.34
H -2.58 6.95 0.97
H -0.85 7.45 0.85
H -0.86 6.73 3.17
H -2.36 5.72 3.30
H -0.70 4.99 3.48
H 1.89 5.95 -1.70
H 1.07 6.97 -0.53
H 0.14 6.03 -1.58
C 5.54 1.99 4.85
C 4.42 1.49 5.76
C 4.42 2.45 6.88
C 3.89 3.97 6.68
C 2.44 3.55 6.31
C 2.08 2.70 5.06
N 3.08 1.59 5.06
O 3.11 1.05 3.89
C 0.85 1.91 5.29
C 2.32 3.62 3.87
C 4.51 0.06 6.32
H 5.81 1.43 4.00
H 6.37 1.83 5.59
H 5.60 3.07 4.69
H 3.72 2.11 7.69
H 5.39 2.54 7.42
H 4.40 4.45 5.83
H 4.02 4.64 7.53
H 1.85 4.50 6.37
H 2.18 3.00 7.23
H 0.10 2.71 5.20
H 0.60 1.25 4.44
H 0.67 1.53 6.32
H 2.82 4.58 4.09
H 2.51 3.13 2.95
H 1.32 4.03 3.85
H 4.48 -0.66 5.50
H 3.81 -0.05 7.19
H 5.57 -0.03 6.52
*
```

Summary:
* HOMO-LUMO gap (spin up / spin down): 6.83 / 6.81 eV
* E_tot: -121660.48473 eV
* LUMO (spin up / spin down): 0.11 / 0.09 eV


Entry 2:
The following is a DFT calculation (the ωB97M-V functional and the def2-TZVPD basis) of a single C21H28F7N2O6P3S molecule.

```
! RIJCOSX wB97M-V def2-TZVPD def2/J DEFGRID3
* xyz 0 1
C -5.69 -4.31 -2.47
C -4.60 -4.33 -1.42
O -3.53 -3.42 -1.79
P -2.26 -3.97 -2.59
O -2.44 -5.33 -3.12
C -0.84 -3.73 -1.51
C -0.91 -2.50 -0.59
C -0.07 -1.32 -1.13
C 0.49 -0.42 -0.05
C 1.88 -0.35 0.13
P 3.11 -0.93 -1.11
N 4.43 -0.11 -1.18
C 2.37 0.29 1.25
C 1.55 0.99 2.14
C 0.18 1.07 1.90
C -0.71 1.90 2.81
F -1.81 1.18 3.17
F -0.10 2.20 3.96
C -1.18 3.27 2.17
F -0.99 3.25 0.83
F -2.49 3.47 2.42
C -0.41 4.51 2.70
F -0.71 4.78 3.97
F 0.93 4.30 2.60
F -0.72 5.57 1.95
C -0.36 0.37 0.79
P -2.14 0.50 0.32
S -2.56 1.00 -1.51
C 2.48 1.56 3.21
O 2.26 1.82 4.35
N 3.81 1.52 2.66
C 4.30 2.76 2.03
C 5.22 3.58 2.93
C 5.50 4.94 2.27
O 4.71 3.72 4.25
C 3.77 0.39 1.78
O 4.65 -0.40 1.64
O -1.97 -2.83 -3.66
C -2.91 -2.62 -4.73
C -3.87 -1.48 -4.42
H -6.43 -5.09 -2.25
H -5.29 -4.46 -3.47
H -6.22 -3.35 -2.45
H -4.98 -3.95 -0.47
H -4.20 -5.33 -1.26
H -0.70 -4.66 -0.95
H 0.00 -3.66 -2.20
H -1.95 -2.20 -0.48
H -0.53 -2.77 0.40
H -0.66 -0.73 -1.84
H 0.75 -1.75 -1.69
H 2.39 -0.95 -2.31
H 3.22 -2.29 -0.77
H 4.59 0.31 -2.09
H -2.68 -0.71 0.77
H -2.69 1.39 1.22
H 4.89 2.45 1.15
H 3.46 3.38 1.69
H 6.16 3.04 3.06
H 4.81 5.68 2.68
H 6.51 5.28 2.50
H 5.38 4.90 1.19
H 3.80 4.04 4.21
H -2.31 -2.38 -5.61
H -3.43 -3.55 -4.95
H -3.37 -0.76 -3.77
H -4.15 -0.96 -5.34
H -4.77 -1.82 -3.90
*
```

Summary:
* HOMO-LUMO gap: 8.20 eV
* E_tot: -95221.49041 eV
* LUMO: -1.12 eV


Entry 3:
The following is a DFT calculation (the ωB97M-V functional and the def2-TZVPD basis) of a single C2H4N2S2 molecule in a non-equilibrium geometry.

```
! RIJCOSX wB97M-V def2-TZVPD def2/J DEFGRID3
* xyz 0 1
H 0.54 -2.08 1.45
N 1.02 -1.42 0.91
C -0.07 -0.76 0.65
N -0.18 0.41 -0.14
S -1.70 1.02 -0.33
C 0.76 0.80 -1.03
S 2.22 -0.07 -1.25
H -1.17 -1.13 0.65
H -1.70 1.67 0.90
H 0.27 1.57 -1.82
*
```

Summary:
* HOMO-LUMO gap: 8.09 eV
* E_tot: -26786.75334 eV
* LUMO: -0.12 eV
* ΔE to the lowest compared entry with this formula, charge and spin: 314.7 kJ/mol


Entry 4:
The following is a DFT calculation (the ωB97M-V functional and the def2-TZVPD basis) of C6H9NO6P2 as an isolated structure in a non-equilibrium geometry.

```
! RIJCOSX wB97M-V def2-TZVPD def2/J DEFGRID3
* xyz -2 1
C 3.25 -0.84 0.13
C 1.00 2.24 -0.62
C -1.49 -1.40 -0.89
C 1.90 -1.03 -0.63
C 0.15 0.92 -0.61
C -0.48 -1.16 0.24
N 0.76 -0.40 0.03
O 3.97 -1.79 0.27
O 0.60 3.15 -1.32
O -1.63 -2.56 -1.26
O 3.49 0.37 0.47
O 2.07 2.28 0.16
O -2.21 -0.44 -1.26
P -1.42 1.36 0.23
P -1.18 -0.61 1.92
H 1.69 -2.20 -0.65
H 1.90 -0.74 -1.72
H -0.48 0.65 -1.55
H -0.03 -2.21 0.37
H 2.69 1.34 0.33
H -0.82 2.67 0.74
H -1.80 2.12 -0.87
H -1.21 -1.90 2.53
H -2.52 -0.92 1.45
*
```

Summary:
* HOMO-LUMO gap: 7.51 eV
* E_tot: -38719.47375 eV
* LUMO: 6.15 eV
* ΔE to the lowest compared entry with this formula, charge and spin: 0.0 kJ/mol


Entry 5:
The following is a DFT calculation (the ωB97M-V functional and the def2-TZVPD basis) of C25H46Br14N4O4PS2 as an isolated structure in a non-equilibrium geometry.

```
! RIJCOSX wB97M-V def2-TZVPD def2/J DEFGRID3
* xyz 1 1
C -2.88 2.19 1.12
C -2.48 2.15 -0.36
C -0.97 2.27 -0.62
C -0.67 2.23 -2.13
C -0.12 1.30 0.17
C -0.46 -0.01 0.45
N -1.56 -0.73 0.07
N 0.59 -0.47 1.21
N 0.65 -1.77 1.73
C 1.13 -2.63 0.97
S 1.89 -3.73 0.22
C 1.52 0.48 1.40
P 2.99 0.17 2.41
O 3.81 -0.94 1.61
O 2.43 -0.59 3.70
S 3.96 1.73 2.94
N 1.10 1.57 0.74
C 1.85 2.83 0.66
O 1.69 3.36 -0.65
C 2.91 3.53 -1.31
C 3.82 2.37 -1.61
O 3.25 4.59 -1.72
H -3.76 1.55 1.24
H -2.13 1.79 1.79
H -3.19 3.18 1.46
H -2.93 1.30 -0.85
H -2.90 3.04 -0.83
H -0.69 3.27 -0.27
H 0.18 2.87 -2.35
H -0.48 1.22 -2.47
H -1.53 2.61 -2.67
H -1.45 -1.72 0.28
H -1.80 -0.59 -0.90
H 4.03 -1.64 2.24
H 2.89 -0.20 4.46
H 1.44 3.55 1.37
H 2.91 2.69 0.84
H 4.21 2.44 -2.62
H 3.34 1.40 -1.45
H 4.67 2.45 -0.93
Br 3.65 -7.15 -1.74
C 5.32 -6.28 -1.24
C 5.43 -4.91 -1.85
Br 5.87 -4.97 -3.74
H 6.12 -6.95 -1.55
H 5.30 -6.22 -0.16
H 6.24 -4.35 -1.38
H 4.51 -4.34 -1.76
Br -4.57 -1.45 1.55
C -6.23 -0.97 2.44
C -7.36 -0.82 1.46
Br -7.23 0.86 0.49
H -6.03 -0.06 3.00
H -6.43 -1.79 3.13
H -8.31 -0.78 1.98
H -7.38 -1.61 0.72
Br 0.18 -0.38 -5.68
C 2.06 -0.67 -5.32
C 2.27 -1.80 -4.34
Br 1.89 -1.25 -2.50
H 2.47 0.27 -4.97
H 2.50 -0.93 -6.28
H 3.32 -2.10 -4.33
H 1.65 -2.66 -4.55
Br 0.13 -4.52 -8.24
C 2.02 -4.84 -7.90
C 2.22 -5.97 -6.93
Br 1.84 -5.42 -5.10
H 2.44 -3.90 -7.54
H 2.45 -5.08 -8.86
H 3.27 -6.28 -6.92
H 1.60 -6.83 -7.13
Br 1.61 9.30 0.31
C 1.30 7.92 1.65
C 2.43 6.93 1.69
Br 2.37 5.68 0.18
H 0.34 7.46 1.41
H 1.21 8.45 2.59
H 2.36 6.31 2.59
H 3.40 7.41 1.66
Br -8.93 -3.35 3.52
C -8.29 -4.99 4.33
C -7.62 -4.73 5.65
Br -5.84 -3.98 5.40
H -7.63 -5.46 3.61
H -9.17 -5.61 4.47
H -7.47 -5.65 6.20
H -8.17 -4.03 6.27
Br -1.03 4.83 2.44
C -0.58 4.67 4.33
C 0.62 3.78 4.54
Br 0.14 1.91 4.33
H -1.47 4.30 4.84
H -0.37 5.68 4.67
H 0.99 3.88 5.55
H 1.42 3.99 3.84
*
```

Summary:
* HOMO-LUMO gap: 7.72 eV
* E_tot: -1052370.53562 eV
* LUMO: -3.53 eV
* ΔE to the lowest compared entry with this formula, charge and spin: 0.0 kJ/mol


- What is the formula in the third record?
  C2H4N2S2


- The highest E_tot belongs to which entry?
  C2H4N2S2


- Number 1 is which compound?
  C65H142Li2N3O23


- Which value of E_tot does entry 3 give?
  -26786.75334 eV